Below is 5 unconnected molecules or ions with the total composition C53H55IN2O20 in a non-equilibrium geometry, with properties calculated with ωB97M-V/def2-TZVPD.

Structure (XYZ):
```
131
Properties=species:S:1:pos:R:3:forces:R:3:lowdin_charge:R:1
C -3.361245 0.802119 -1.743527 -0.2 -0.1 0.2 -0.09
C -2.307157 0.734302 -0.642510 -0.3 -0.3 0.0 -0.23
C -2.675652 -0.194806 0.526380 0.0 0.2 0.1 -0.21
C -1.524241 -1.085912 0.997882 -0.3 -0.1 0.0 -0.20
C -1.482869 -1.368952 2.502939 -0.1 -0.1 -0.2 -0.21
C -0.077849 -1.742097 2.987356 -0.3 -0.2 0.4 -0.19
C 0.686258 -0.654125 3.753514 0.2 -0.3 0.1 -0.20
C 1.789198 0.140566 3.007667 -0.2 0.2 -0.1 -0.14
C 1.734630 0.076481 1.503567 0.4 -0.2 0.0 -0.16
C 2.241670 -1.079423 0.915224 -0.1 0.2 -0.1 0.05
C 2.194222 -1.318714 -0.451046 0.0 0.2 0.2 -0.21
O 2.596430 -2.526711 -0.935132 -0.1 0.0 -0.3 -0.03
C 3.980721 -2.839624 -0.744976 -0.2 0.0 0.1 -0.13
C 4.901494 -1.991073 -1.578365 0.3 -0.1 -0.2 -0.20
O 4.977181 -2.561958 -2.861011 -0.2 0.0 0.0 -0.15
C 5.671999 -1.782230 -3.811412 0.1 0.1 0.0 -0.28
C 5.121523 -2.071712 -5.190868 -0.1 0.0 0.0 -0.07
C 1.639798 -0.340562 -1.279415 0.0 0.1 0.5 0.01
C 1.186167 0.858275 -0.699015 0.2 -0.3 0.2 -0.03
C 1.217989 1.088477 0.691168 0.0 -0.1 -0.4 -0.17
C 0.754802 2.419349 1.211167 0.4 0.2 0.0 -0.62
I -0.819185 2.328191 2.675753 -0.2 0.2 -0.1 1.13
C 1.904698 3.316359 1.694672 -0.2 0.1 -0.3 -0.27
C 1.650104 4.803801 1.422294 0.0 0.0 0.1 -0.09
C 0.676048 1.860707 -1.680336 0.1 0.0 0.1 -0.28
O 0.909499 3.045991 -1.612716 -0.1 0.3 0.1 0.13
C -0.134769 1.285989 -2.780057 -0.2 0.1 -0.7 -0.11
C -1.255429 1.965871 -3.232057 1.1 0.1 -0.6 0.00
C -2.023470 1.400983 -4.249631 0.8 0.1 -1.1 -0.34
N -3.211910 2.018079 -4.666094 0.3 -0.2 -0.2 0.12
C -1.626440 0.178597 -4.796669 0.1 0.3 0.1 0.04
C -0.479687 -0.490500 -4.367886 0.0 0.1 0.1 -0.23
N -0.111610 -1.727162 -4.935121 0.1 0.3 -0.1 0.11
C 0.282476 0.073786 -3.335902 -0.4 -0.1 0.0 -0.03
C 1.507951 -0.536675 -2.758897 -0.1 0.0 0.1 -0.25
O 2.346344 -1.114787 -3.398881 0.3 -0.1 -0.2 0.15
H -3.765116 -0.188915 -1.948844 -0.1 -0.2 0.0 0.08
H -4.184808 1.455224 -1.461742 -0.2 0.0 0.1 0.08
H -2.944533 1.183047 -2.674337 -0.9 -0.4 1.3 0.00
H -1.359085 0.413221 -1.074578 -0.2 -0.2 0.1 0.08
H -2.154318 1.739707 -0.250442 0.2 0.2 0.0 0.09
H -3.525842 -0.811227 0.235308 -0.1 -0.1 0.0 0.10
H -3.014732 0.410991 1.368206 -0.1 0.0 0.0 0.07
H -1.638392 -2.052623 0.503159 0.3 -0.1 -0.2 0.11
H -0.571860 -0.672672 0.665589 -0.1 0.0 0.1 0.08
H -1.883399 -0.530770 3.075870 0.1 0.1 0.0 0.06
H -2.147703 -2.207638 2.710925 -0.1 0.0 0.0 0.11
H 0.478107 -2.106915 2.127921 0.2 -0.1 0.0 0.09
H -0.170533 -2.592286 3.663696 0.0 -0.1 0.1 0.10
H -0.028330 0.036120 4.197556 0.0 0.0 -0.1 0.04
H 1.161633 -1.148907 4.598557 0.1 0.1 0.1 0.09
H 1.741927 1.181062 3.312399 0.1 0.0 0.2 0.06
H 2.760647 -0.235078 3.320447 0.1 0.0 0.0 0.10
H 2.655374 -1.841649 1.560192 0.1 -0.1 0.0 0.12
H 4.092228 -3.869634 -1.068335 0.0 -0.1 0.1 0.14
H 4.233654 -2.767553 0.312929 0.1 0.0 0.1 0.12
H 5.892231 -1.978225 -1.107744 0.1 0.0 0.1 0.13
H 4.540586 -0.959933 -1.635997 -0.1 0.1 0.0 0.13
H 5.559581 -0.721616 -3.572286 0.0 0.1 0.0 0.12
H 6.740117 -2.018798 -3.769989 0.1 0.0 0.1 0.12
H 4.235406 -1.476452 -5.389759 -0.1 0.0 0.0 0.06
H 5.863135 -1.860103 -5.957777 0.1 0.0 -0.1 0.07
H 4.837238 -3.119161 -5.247149 0.1 -0.1 -0.1 0.08
H 0.273895 2.950387 0.408956 -0.2 0.0 -0.1 0.04
H 2.768598 3.005400 1.109438 0.2 -0.1 0.1 0.12
H 2.119798 3.145906 2.745673 0.1 -0.1 0.1 0.08
H 0.623685 4.983139 1.110171 -0.1 0.0 0.0 0.07
H 1.823420 5.416557 2.301302 0.0 0.0 0.1 0.05
H 2.296678 5.161306 0.626614 0.0 0.0 -0.1 0.07
H -1.528869 2.903559 -2.771606 -0.1 0.1 0.0 0.14
H -3.107143 3.011662 -4.805772 -0.1 0.1 0.1 0.11
H -3.595491 1.573900 -5.486879 -0.1 0.1 -0.1 0.06
H -2.222862 -0.276327 -5.577538 -0.1 0.0 0.0 0.12
H -0.432744 -1.833139 -5.884338 -0.2 -0.1 0.0 0.09
H -0.388032 -2.494422 -4.338108 0.3 -0.1 0.0 0.06
O 0.273215 5.173219 4.456924 0.0 0.2 -0.1 0.05
C 0.703117 5.652632 5.489053 0.0 0.1 0.0 -0.31
C 0.887144 7.065038 5.744896 -0.1 0.0 -0.1 0.08
C 1.388484 7.445426 6.928472 0.0 0.0 0.0 -0.24
O 1.600124 8.704793 7.273156 0.0 0.1 -0.1 0.12
C 1.770352 6.451734 8.002907 0.0 -0.3 0.0 -0.31
O 2.229731 6.915370 9.030975 0.0 0.1 0.0 0.10
C 1.570365 5.040522 7.751339 0.1 0.0 0.1 0.07
C 1.066172 4.658793 6.568883 0.0 -0.1 0.0 -0.23
O 0.841540 3.401335 6.226785 0.0 0.0 0.1 0.10
H 0.613785 7.768028 4.970826 0.0 0.0 0.0 0.14
H 1.971284 8.679513 8.177560 0.0 -0.1 0.0 0.12
H 1.835362 4.338728 8.529173 0.0 0.0 0.0 0.13
H 0.475312 3.417856 5.316204 0.0 0.0 0.0 0.06
O -1.349624 -3.262962 -2.650189 0.0 0.1 0.0 0.08
C -1.697201 -4.401039 -2.380590 0.1 0.0 0.2 -0.30
C -1.233284 -5.144044 -1.233208 0.1 0.1 0.0 0.08
C -1.673932 -6.398288 -1.054344 0.0 0.0 0.0 -0.23
O -1.314548 -7.171031 -0.044959 0.1 0.0 0.1 0.12
C -2.638537 -7.059505 -2.013254 -0.1 0.1 -0.2 -0.31
O -2.958588 -8.205361 -1.759088 0.0 0.0 0.0 0.11
C -3.118263 -6.302200 -3.151576 -0.1 -0.1 0.0 0.08
C -2.680798 -5.048226 -3.326816 -0.1 0.0 0.0 -0.23
O -3.060610 -4.266685 -4.326419 0.0 0.0 -0.1 0.12
H -0.537593 -4.663999 -0.559191 0.0 0.0 0.0 0.14
H -1.778771 -8.022186 -0.172336 0.0 0.0 0.0 0.12
H -3.819572 -6.775979 -3.823406 0.0 0.0 0.0 0.14
H -2.604767 -3.411542 -4.202071 0.0 0.0 0.1 0.11
O 4.191556 -2.293152 4.062841 0.0 0.0 0.0 0.09
C 4.353644 -2.637233 5.222107 0.2 0.1 0.1 -0.30
C 5.547697 -2.389606 5.996847 0.0 0.1 -0.2 0.08
C 5.600265 -2.830641 7.262521 0.1 0.0 0.0 -0.23
O 6.638731 -2.660882 8.061104 0.1 0.0 0.0 0.12
C 4.454872 -3.579802 7.907629 -0.2 -0.1 -0.1 -0.31
O 4.623446 -3.942968 9.056582 0.0 0.0 0.1 0.11
C 3.252207 -3.812056 7.135449 0.0 -0.1 0.1 0.08
C 3.201551 -3.369800 5.871628 0.0 0.0 0.0 -0.23
O 2.162937 -3.516619 5.066575 -0.1 -0.1 0.1 0.11
H 6.362234 -1.854825 5.529513 0.0 0.0 0.0 0.14
H 6.402037 -3.083780 8.910712 -0.1 0.0 0.0 0.12
H 2.432896 -4.336554 7.605848 0.0 0.0 0.0 0.14
H 2.425154 -3.092794 4.224082 0.0 0.0 -0.1 0.10
O -5.499226 0.666068 -6.444991 0.1 0.0 0.1 0.08
C -6.358457 1.513096 -6.627102 -0.1 0.0 -0.2 -0.31
C -6.727768 2.034076 -7.923333 0.1 -0.1 0.0 0.07
C -7.689911 2.965688 -7.998809 0.0 0.0 -0.1 -0.23
O -8.107208 3.507329 -9.128345 0.0 0.0 -0.1 0.12
C -8.400951 3.493290 -6.772726 0.0 -0.1 0.2 -0.31
O -9.246391 4.347723 -6.963967 0.0 0.0 -0.1 0.11
C -8.037871 2.962561 -5.477334 -0.1 0.1 0.0 0.07
C -7.075387 2.031113 -5.398831 0.0 0.1 0.0 -0.23
O -6.668434 1.496811 -4.261818 0.0 0.0 0.0 0.12
H -6.217124 1.650080 -8.794965 0.0 0.0 0.0 0.14
H -8.803220 4.149348 -8.882099 0.0 0.0 0.1 0.12
H -8.554614 3.340096 -4.606642 0.0 0.0 0.0 0.14
H -5.936406 0.885446 -4.471929 0.0 0.0 0.0 0.11
```
Positions in Å, forces in eV/Å.

Results
HOMO = -8.371 eV
SMILES string = CCCCCCCCc1cc(OCCOCC)c2c(c1[C@@H](I)CC)C(=O)c1cc(N)cc(N)c1C2=O.O=C1C=C(O)C(=O)C=C1O.O=C1C=C(O)C(=O)C=C1O.O=C1C=C(O)C(=O)C=C1O.O=C1C=C(O)C(=O)C=C1O
frontier orbital gap = 6.67 eV